Entry from OMol25: C37H30BCeF4I3NO2P2 as an isolated structure at a distorted geometry (ωB97M-V with the def2-TZVPD basis set).

Properties
- orbital gap (alpha / beta) (eV) = 5.09 / 5.09
- energy (eV) = -111805.717
- maximum force (eV Å⁻¹) = 1.6
- HOMO energy (alpha / beta) (Eh) = -0.27832 / -0.27832
- energy relative to the best compared isomer or geometry (same formula, charge and spin) (kcal/mol) = 0.0
- LUMO energy (alpha / beta) (eV) = -2.5 / -2.5
- spin multiplicity = 2
- total charge = 0

Cartesian coordinates (Å):
1 Ce -0.676 -0.569 -0.750
2 C 0.035 0.158 2.303
3 P 1.642 -0.437 1.520
4 C 2.457 -1.177 2.999
5 C 3.846 -1.052 3.065
6 C 4.556 -1.565 4.149
7 C 3.878 -2.199 5.181
8 C 2.493 -2.319 5.130
9 C 1.789 -1.810 4.048
10 C 1.149 -2.058 0.693
11 C 1.789 -2.378 -0.517
12 C 1.567 -3.599 -1.142
13 C 0.713 -4.528 -0.565
14 C 0.076 -4.230 0.635
15 C 0.297 -3.007 1.258
16 C -0.637 1.360 1.663
17 C -0.879 2.549 2.276
18 C -1.513 3.394 1.311
19 C -1.611 2.677 0.155
20 C -2.099 3.245 -1.157
21 P -2.702 2.279 -2.591
22 C -3.820 0.995 -1.928
23 C -4.019 0.714 -0.574
24 C -4.962 -0.235 -0.182
25 C -5.709 -0.913 -1.130
26 C -5.531 -0.631 -2.482
27 C -4.604 0.324 -2.875
28 C -1.240 1.285 -3.118
29 C -1.333 -0.078 -3.382
30 C -0.278 -0.779 -3.978
31 C 0.847 -0.098 -4.390
32 C 0.926 1.281 -4.197
33 C -0.087 1.955 -3.547
34 N -1.091 1.419 0.354
35 H 0.364 0.473 3.286
36 H -0.650 -0.667 2.463
37 H 4.372 -0.543 2.262
38 H 5.634 -1.457 4.190
39 H 4.425 -2.594 6.030
40 H 1.960 -2.808 5.938
41 H 0.706 -1.901 4.035
42 H 2.507 -1.690 -0.943
43 H 2.081 -3.826 -2.068
44 H 0.534 -5.480 -1.052
45 H -0.582 -4.955 1.103
46 H -0.182 -2.812 2.206
47 H -0.641 2.781 3.307
48 H -1.856 4.417 1.450
49 H -1.324 3.869 -1.614
50 H -2.917 3.935 -0.948
51 H -3.449 1.230 0.185
52 H -5.096 -0.445 0.872
53 H -6.436 -1.655 -0.817
54 H -6.123 -1.147 -3.231
55 H -4.489 0.566 -3.930
56 H -2.288 -0.567 -3.238
57 H -0.383 -1.836 -4.182
58 H 1.663 -0.623 -4.869
59 H 1.806 1.819 -4.531
60 H 0.002 3.027 -3.391
61 I -2.330 -3.225 -1.708
62 I -3.298 -3.259 -4.198
63 I 4.788 5.716 1.784
64 C 3.984 4.145 0.675
65 C 2.641 3.822 0.829
66 C 2.122 2.756 0.104
67 C 2.938 2.030 -0.761
68 C 4.268 2.383 -0.922
69 C 4.804 3.440 -0.199
70 C 2.401 0.869 -1.525
71 O 3.059 0.327 -2.396
72 O 1.206 0.456 -1.162
73 H 2.005 4.384 1.502
74 H 1.072 2.494 0.214
75 H 4.882 1.817 -1.612
76 H 5.845 3.712 -0.315
77 F -3.915 -2.733 1.178
78 B -3.147 -1.825 1.880
79 F -2.117 -1.304 0.761
80 F -2.324 -2.406 2.839
81 F -3.791 -0.685 2.284

Results of the Löwdin charge analysis, in e, for atoms 1 through 4: atom 1 (Ce): 0.8697, atom 2 (C): -0.2420, atom 3 (P): 1.1529, atom 4 (C): -0.3613